Entry 1:
C42H39N11PS2Ti as an isolated structure at a distorted geometry. Source: OMol25; level of theory: wB97M-V/def2-TZVPD.

Geometry as XYZ:
```
96
Properties=species:S:1:pos:R:3:forces:R:3
Ti 13.637 9.160 16.829 -2.979 0.325 0.777
N 10.817 10.198 18.448 0.151 -0.131 0.986
C 11.592 11.228 17.888 -1.368 -0.717 0.018
N 11.196 12.504 17.812 1.491 -1.127 -1.278
N 12.069 13.037 16.856 0.341 -1.917 0.939
N 12.927 12.148 16.465 -0.476 0.450 0.300
N 12.664 10.936 17.111 -0.186 1.131 0.111
C 11.259 8.895 18.790 -0.945 0.284 -0.191
N 10.620 8.050 19.621 0.234 1.115 -0.413
N 11.300 6.901 19.593 1.989 1.652 -2.086
N 12.331 7.048 18.746 -0.742 -1.108 0.778
N 12.290 8.286 18.187 0.227 0.161 1.353
H 9.970 10.478 18.945 0.518 0.037 -0.271
S 16.990 10.208 23.068 -1.382 -0.405 -0.508
C 16.063 9.479 24.312 -0.798 -0.540 -0.325
C 15.147 8.547 23.830 0.754 0.578 1.468
C 15.156 8.456 22.431 0.226 -0.153 -0.391
C 16.022 9.361 21.871 0.706 0.064 -0.698
C 16.176 9.568 20.414 0.629 0.835 0.888
C 15.156 9.113 19.589 -0.646 -0.837 -1.591
N 15.211 9.170 18.229 0.629 0.735 1.615
C 16.300 9.791 17.669 -0.475 -0.639 0.869
C 17.350 10.304 18.444 -0.161 -0.041 -0.290
C 18.509 10.795 17.765 0.631 -0.028 0.273
C 18.594 10.841 16.434 -1.147 -0.828 -1.344
C 17.476 10.400 15.591 -0.666 0.382 1.025
C 17.409 10.583 14.196 1.560 -0.376 0.937
C 16.253 10.372 13.516 -0.532 0.686 -0.913
C 15.113 9.992 14.197 -1.367 -0.573 3.202
N 15.095 9.743 15.575 3.212 0.637 -2.573
C 16.313 9.906 16.257 -0.366 1.164 -2.092
C 16.115 10.521 12.070 0.014 -0.498 -0.874
C 15.517 9.500 11.364 0.739 -0.645 1.539
C 15.669 9.641 9.992 -0.324 0.776 -0.586
C 16.216 10.848 9.627 0.005 -0.723 -1.833
S 16.796 11.671 10.959 -0.129 0.769 1.417
C 17.238 10.262 19.832 0.401 -1.125 0.734
H 16.146 9.851 25.326 0.220 -0.338 -0.113
H 14.535 7.959 24.517 0.118 0.231 -0.419
H 14.633 7.687 21.842 0.019 0.595 0.487
H 14.299 8.614 20.065 0.230 0.302 -0.729
H 19.407 11.030 18.319 -0.192 0.314 0.341
H 19.469 11.201 15.937 0.464 0.123 -0.152
H 18.330 10.782 13.640 -0.343 0.339 0.239
H 14.134 9.915 13.695 0.639 -0.039 0.324
H 15.212 8.602 11.946 -0.082 0.614 -0.957
H 15.398 8.899 9.299 -0.546 -0.624 -0.822
H 16.309 11.231 8.565 0.107 -0.474 1.689
H 18.085 10.576 20.467 -0.572 0.080 -0.459
C 9.424 14.414 14.193 -1.522 -0.833 0.768
C 9.658 14.255 12.690 1.159 0.610 0.525
P 11.169 13.222 12.264 -0.337 0.588 -0.109
C 12.558 14.096 13.164 -0.095 0.154 -0.030
C 12.676 15.601 12.830 0.899 -0.194 0.686
C 11.381 13.909 10.522 -0.617 -1.259 -0.116
C 12.103 12.881 9.614 -0.477 0.345 -1.674
H 8.375 14.700 14.441 0.514 0.053 -0.525
H 10.025 15.186 14.678 0.342 -0.313 -0.202
H 9.497 13.446 14.747 0.481 0.634 -0.355
H 9.749 15.266 12.260 -0.026 -0.359 -0.094
H 8.871 13.743 12.160 -0.530 -0.111 0.036
H 13.491 13.614 12.881 0.051 -0.337 -0.178
H 12.480 13.876 14.242 -0.280 0.247 -0.361
H 11.847 15.871 12.186 -0.319 0.732 0.543
H 13.560 15.764 12.189 -0.176 0.038 0.404
H 12.806 16.212 13.769 -0.465 -0.388 -1.195
H 11.883 14.860 10.623 0.139 0.142 -0.450
H 10.383 14.081 10.028 0.794 -0.006 0.972
H 11.559 12.916 8.605 1.117 -0.095 1.124
H 11.970 11.845 9.956 0.158 0.336 0.113
H 13.184 13.081 9.436 -0.744 -0.129 0.225
C 8.000 7.447 13.582 -0.180 -0.493 -0.137
C 8.910 6.514 14.126 -0.199 -0.601 -0.240
C 10.105 6.935 14.668 1.022 0.822 0.412
C 10.520 8.293 14.518 -1.213 -1.494 -0.050
C 9.565 9.175 13.988 2.221 1.688 -0.435
C 8.338 8.800 13.554 -1.015 -1.089 -0.023
C 11.805 8.735 15.010 -0.458 0.684 0.361
C 12.834 7.994 15.509 -0.376 1.007 -1.011
C 13.356 6.743 15.084 0.765 -2.259 0.468
C 14.412 6.165 15.876 0.008 1.065 -0.999
C 15.330 5.292 15.258 -0.696 -0.015 2.280
C 14.894 4.635 14.147 0.330 -0.252 -1.417
C 13.746 4.992 13.475 -1.106 0.733 -0.610
C 13.009 6.113 13.873 1.323 -0.498 -0.025
H 7.032 7.120 13.159 0.697 0.103 0.351
H 8.772 5.415 14.089 -0.510 0.917 0.175
H 10.773 6.267 15.250 -0.680 0.250 -0.743
H 9.869 10.209 13.730 -0.078 -0.459 0.630
H 7.664 9.561 13.187 -0.111 -0.148 -0.160
H 11.813 9.837 15.052 0.276 -0.284 0.398
H 14.512 6.517 16.919 0.294 -0.133 -0.505
H 16.260 4.971 15.748 -0.560 0.267 -0.120
H 15.515 3.906 13.675 0.367 -0.547 -0.020
H 13.432 4.488 12.547 0.369 0.152 0.585
H 12.301 6.494 13.154 -0.385 0.237 0.328
```
Forces are in eV/Å.

The value obtained for the HOMO energy is -0.3704 Eh. The gap between HOMO and LUMO comes out at 5.2 eV. As for the net charge: +1.

Listed below, in e, are the Löwdin charges computed for each atom: 1.12, 0.15, -0.43, 0.08, -0.03, -0.05, -0.10, -0.41, 0.04, -0.04, -0.05, -0.11, 0.15, 1.06, -0.39, -0.15, -0.11, -0.47, -0.17, 0.00, 0.03, -0.15, -0.12, 0.00, 0.01, -0.08, 0.08, -0.21, 0.03, 0.01, -0.10, -0.49, -0.12, -0.18, -0.42, 1.06, 0.08, 0.08, 0.12, 0.13, 0.12, 0.13, 0.12, 0.15, 0.15, 0.14, 0.10, 0.11, 0.13, -0.18, -0.45, 0.93, -0.43, -0.16, -0.43, -0.19, 0.07, 0.07, 0.06, 0.07, 0.05, 0.05, 0.03, 0.03, 0.07, 0.09, 0.04, 0.09, 0.08, 0.04, 0.06, -0.04, -0.06, -0.03, -0.20, -0.04, -0.08, -0.05, -0.25, -0.24, -0.01, -0.06, -0.10, -0.06, -0.02, 0.12, 0.12, 0.13, 0.11, 0.11, 0.11, 0.10, 0.12, 0.11, 0.12, 0.12



Entry 2:
C42H39N5O8Pb as an isolated structure at a distorted geometry. Source: OMol25; level of theory: wB97M-V/def2-TZVPD.

Geometry as XYZ:
```
95
Properties=species:S:1:pos:R:3:forces:R:3
Pb 0.564 0.105 -0.085 0.252 -0.038 0.574
C -4.354 -2.913 1.202 0.122 -0.126 0.056
O -4.515 -2.192 2.424 0.070 0.281 -0.186
C -3.545 -1.431 3.010 -0.594 -0.305 0.638
C -3.763 -1.131 4.316 -0.042 -0.302 -0.586
C -2.944 -0.237 5.076 0.374 0.449 0.047
C -1.909 0.405 4.521 -0.420 0.086 0.337
C -1.485 0.080 3.134 0.716 -0.113 0.290
C -0.161 -0.708 3.323 0.216 -0.009 0.055
N 0.890 -0.005 3.406 -0.667 0.242 -1.000
N 2.152 -0.474 3.310 0.669 -0.646 0.295
C 2.487 -1.156 2.232 -0.613 0.656 0.511
O 1.680 -1.520 1.298 -0.117 0.008 -0.263
C 3.945 -1.352 2.011 0.203 -0.140 -0.089
C 4.893 -0.892 2.922 -0.019 -0.049 -0.018
C 6.242 -1.005 2.633 0.032 -0.029 0.030
C 6.657 -1.573 1.435 0.019 -0.014 -0.027
C 5.715 -2.051 0.536 0.025 -0.047 -0.042
C 4.364 -1.945 0.822 -0.052 0.050 0.140
C -2.408 -0.839 2.322 0.129 0.115 -0.518
O -2.127 -1.049 1.152 0.052 0.113 0.079
H -5.339 -2.938 0.739 0.022 -0.028 0.049
H -4.033 -3.935 1.419 0.004 0.023 0.016
H -3.641 -2.448 0.534 0.028 0.071 -0.037
H -4.629 -1.580 4.786 -0.014 -0.027 -0.019
H -3.201 -0.063 6.112 0.061 -0.030 0.028
H -1.294 1.098 5.069 -0.001 -0.149 0.049
H -0.231 -1.793 3.375 0.170 -0.068 -0.130
H 4.552 -0.439 3.842 0.004 0.042 -0.014
H 6.978 -0.642 3.340 -0.008 0.020 0.000
H 7.711 -1.634 1.199 0.007 -0.027 0.025
H 6.030 -2.504 -0.396 0.023 0.019 -0.007
H 3.616 -2.306 0.128 0.006 0.003 -0.018
O 1.269 6.565 1.330 0.141 0.129 -0.122
C 1.119 5.236 1.182 -0.124 -0.394 0.019
C 0.265 4.482 1.981 -0.134 0.053 0.080
C 0.148 3.126 1.745 0.212 0.071 -0.155
N 0.833 2.503 0.781 -0.071 0.060 0.226
C 1.695 3.215 0.050 0.070 -0.027 -0.002
C 1.856 4.579 0.208 0.054 0.194 -0.066
C 2.580 2.490 -0.991 0.054 0.398 -0.037
O 3.415 3.177 -1.558 -0.171 -0.171 0.047
O 2.348 1.246 -1.177 -0.470 -0.424 0.256
C -0.699 2.350 2.726 0.019 0.061 0.163
O -0.936 2.799 3.813 -0.023 0.211 -0.140
O -1.168 1.184 2.248 -0.140 -0.096 -0.187
H 0.765 6.884 2.085 -0.075 -0.037 0.052
H -0.301 4.925 2.790 0.022 -0.008 0.005
H 2.562 5.101 -0.421 0.028 -0.027 0.023
C -0.120 2.957 -2.852 -0.044 -0.012 0.135
C -1.278 3.094 -1.903 -0.045 -0.133 -0.159
C -1.675 4.332 -1.429 0.015 0.017 0.058
C -2.790 4.456 -0.613 -0.072 -0.034 -0.011
C -3.544 3.337 -0.314 -0.015 0.103 -0.007
C -3.195 2.076 -0.789 0.095 -0.166 0.008
C -4.086 0.903 -0.472 0.104 0.073 -0.028
C -2.025 1.953 -1.550 -0.374 0.538 0.039
N -1.453 0.711 -1.861 0.386 -0.403 -0.021
C -1.855 -0.179 -2.663 -0.330 0.496 -0.088
C -3.065 -0.032 -3.542 -0.029 0.020 0.088
C -1.017 -1.425 -2.787 0.352 -0.507 -0.086
C -1.455 -2.494 -3.747 0.060 0.008 0.063
N 0.043 -1.499 -2.095 -0.237 0.366 -0.139
C 0.993 -2.544 -2.156 0.328 -0.494 -0.190
C 2.105 -2.357 -2.990 -0.174 0.079 -0.013
C 2.209 -1.114 -3.831 -0.023 -0.061 0.141
C 3.104 -3.319 -2.981 0.046 0.036 0.007
C 3.024 -4.424 -2.149 -0.007 -0.026 -0.004
C 1.924 -4.587 -1.325 -0.014 -0.035 -0.054
C 0.893 -3.657 -1.315 -0.119 0.192 0.022
C -0.255 -3.789 -0.354 0.111 0.130 -0.009
H 0.481 3.865 -2.866 0.039 -0.015 -0.022
H -0.487 2.770 -3.865 0.038 0.006 -0.016
H 0.518 2.116 -2.580 0.068 0.010 -0.070
H -1.095 5.209 -1.692 0.014 -0.010 -0.032
H -3.087 5.426 -0.233 0.027 0.004 0.010
H -4.432 3.435 0.299 -0.006 -0.024 0.001
H -4.365 0.902 0.582 0.009 -0.024 -0.021
H -3.595 -0.039 -0.695 -0.032 -0.117 0.088
H -5.006 0.963 -1.058 -0.009 -0.028 -0.007
H -3.486 0.965 -3.424 -0.012 -0.020 -0.002
H -3.830 -0.767 -3.284 0.000 -0.011 -0.019
H -2.798 -0.181 -4.588 -0.006 -0.036 -0.009
H -2.477 -2.811 -3.536 -0.020 0.027 -0.041
H -0.792 -3.353 -3.673 -0.018 -0.002 -0.002
H -1.421 -2.121 -4.772 -0.062 0.007 -0.013
H 2.361 -0.245 -3.182 0.012 0.058 -0.088
H 1.297 -0.944 -4.406 0.037 0.027 -0.053
H 3.046 -1.184 -4.523 0.016 0.019 0.007
H 3.965 -3.182 -3.624 0.010 0.000 0.005
H 3.825 -5.152 -2.135 -0.008 -0.012 -0.018
H 1.856 -5.445 -0.668 0.024 0.001 0.010
H -0.400 -4.825 -0.053 0.006 0.007 0.010
H -1.183 -3.410 -0.781 -0.110 -0.046 0.025
H -0.029 -3.190 0.533 -0.084 -0.026 0.075
```
Forces are in eV/Å.

The value obtained for the HOMO energy is -0.2689 Eh. The gap between HOMO and LUMO comes out at 6.5 eV.

Listed below, in e, are the Löwdin charges computed for each atom: 1.63, -0.05, -0.07, -0.19, 0.04, -0.05, 0.00, -0.29, -0.06, 0.05, 0.06, -0.49, -0.27, -0.15, -0.03, -0.09, -0.10, -0.08, -0.02, -0.24, 0.03, 0.09, 0.09, 0.06, 0.13, 0.11, 0.12, 0.15, 0.10, 0.10, 0.10, 0.10, 0.10, 0.09, -0.28, 0.07, -0.15, 0.07, -0.17, 0.08, -0.63, 0.06, -0.20, -0.40, 0.13, 0.01, 0.12, 0.13, 0.14, -0.02, -0.21, -0.05, -0.08, -0.05, -0.20, -0.03, -0.21, 0.07, -0.25, 0.00, -0.25, 0.01, 0.05, -0.23, -0.20, -0.02, -0.05, -0.08, -0.04, -0.21, -0.02, 0.09, 0.09, 0.06, 0.12, 0.10, 0.12, 0.09, 0.05, 0.09, 0.09, 0.09, 0.09, 0.09, 0.09, 0.09, 0.07, 0.07, 0.08, 0.11, 0.10, 0.11, 0.08, 0.07, 0.07



Energy above the lowest of the compared OMol25 structures with the same formula, charge and spin in kJ/mol, matching the order above: 0.00; 121.04